1.
{
  "formula": "C27H39CaCl2N5OS3",
  "method": "ωB97M-V/def2-TZVPD",
  "species": ["Ca", "C", "C", "N", "C", "C", "S", "C", "C", "S", "C", "N", "C", "H", "H", "H", "H", "H", "H", "H", "H", "C", "C", "O", "C", "C", "H", "H", "H", "H", "H", "H", "H", "H", "H", "H", "C", "N", "C", "C", "N", "C", "S", "H", "H", "H", "H", "H", "H", "H", "H", "C", "C", "C", "C", "C", "H", "H", "H", "H", "H", "H", "H", "H", "H", "H", "Cl", "C", "C", "C", "C", "C", "Cl", "C", "N", "H", "H", "H"],
  "xyz": [[-0.463, 0.696, -0.217], [-2.286, 4.285, -0.402], [-3.244, 3.149, -0.356], [-2.969, 1.909, -0.078], [-4.090, 1.110, -0.134], [-5.246, 1.752, -0.441], [-4.927, 3.416, -0.688], [-3.957, -0.323, 0.145], [-4.813, -1.293, -0.268], [-4.284, -2.808, 0.324], [-2.940, -2.037, 1.103], [-2.895, -0.752, 0.908], [-1.955, -2.852, 1.853], [-1.341, 3.989, 0.062], [-2.720, 5.169, 0.071], [-2.040, 4.527, -1.439], [-6.235, 1.333, -0.504], [-5.670, -1.188, -0.913], [-2.459, -3.620, 2.443], [-1.363, -2.206, 2.498], [-1.299, -3.353, 1.118], [-2.103, 2.416, 3.287], [-0.621, 2.394, 2.983], [-0.086, 1.165, 3.435], [1.314, 1.080, 3.203], [1.760, -0.327, 3.516], [-2.553, 3.329, 2.893], [-2.276, 2.374, 4.365], [-2.588, 1.559, 2.821], [-0.105, 3.229, 3.479], [-0.432, 2.512, 1.908], [1.831, 1.817, 3.837], [1.545, 1.323, 2.158], [1.505, -0.594, 4.545], [2.838, -0.424, 3.378], [1.273, -1.021, 2.831], [1.229, -4.298, 1.909], [1.344, -4.320, 0.477], [1.417, -5.662, -0.045], [1.167, -5.458, -1.543], [0.390, -4.216, -1.631], [0.146, -3.777, -0.219], [0.112, -1.950, -0.114], [2.128, -4.723, 2.368], [0.343, -4.869, 2.255], [1.124, -3.267, 2.247], [0.604, -6.285, 0.383], [2.378, -6.139, 0.179], [0.631, -6.314, -1.974], [2.118, -5.361, -2.077], [0.956, -3.518, -2.105], [3.465, -2.065, -1.190], [2.610, -0.793, -1.074], [3.532, 0.373, -0.692], [1.995, -0.479, -2.438], [1.542, -0.884, 0.021], [4.248, -1.954, -1.954], [2.847, -2.929, -1.434], [3.940, -2.288, -0.230], [4.346, 0.489, -1.418], [3.980, 0.193, 0.291], [2.964, 1.305, -0.644], [2.762, -0.470, -3.221], [1.525, 0.509, -2.430], [1.236, -1.217, -2.710], [2.041, -1.054, 0.984], [-1.110, 1.545, -2.997], [-0.133, 3.029, -3.025], [-0.032, 3.713, -4.208], [0.697, 4.906, -4.268], [1.292, 5.356, -3.083], [1.182, 4.655, -1.909], [1.943, 5.334, -0.472], [0.475, 3.378, -1.726], [0.333, 2.709, -0.649], [-0.526, 3.322, -5.091], [0.796, 5.459, -5.193], [1.856, 6.283, -3.077]],
  "atomic_forces_ev_per_a": [[-0.1, 0.0, 0.1], [0.1, 0.0, 0.0], [-0.1, 0.0, 0.1], [0.1, 0.1, -0.1], [0.0, -0.1, 0.0], [0.0, 0.0, 0.0], [0.0, 0.0, 0.0], [0.0, 0.0, 0.0], [0.0, 0.1, -0.1], [0.0, 0.0, 0.0], [0.2, -0.3, 0.3], [-0.1, 0.2, -0.1], [-0.8, 0.3, 0.4], [0.0, 0.0, 0.0], [0.0, 0.0, 0.0], [0.0, 0.0, 0.0], [0.0, 0.0, 0.0], [0.0, 0.0, 0.0], [-0.1, 0.0, 0.0], [0.0, 0.0, 0.0], [0.1, -0.4, -0.1], [0.0, 0.0, 0.0], [0.0, 0.0, 0.0], [0.0, 0.0, 0.0], [0.0, 0.0, 0.0], [-0.1, 0.0, 0.1], [0.0, 0.0, 0.0], [0.0, 0.0, 0.0], [0.0, 0.0, 0.0], [0.0, 0.0, 0.0], [0.0, 0.1, 0.0], [0.0, 0.0, 0.0], [0.0, 0.0, 0.0], [0.0, 0.0, 0.0], [0.0, 0.0, 0.0], [0.0, 0.0, 0.1], [0.0, 0.0, 0.0], [0.1, 0.0, 0.0], [0.0, 0.0, 0.0], [0.0, 0.0, 0.0], [0.0, 0.0, 0.0], [0.2, 0.1, -0.3], [0.4, -0.1, -0.3], [0.0, 0.0, 0.0], [0.0, 0.0, 0.0], [0.0, 0.0, 0.0], [0.0, 0.0, 0.0], [0.0, 0.0, 0.0], [0.0, 0.0, 0.0], [0.0, 0.0, 0.0], [0.0, 0.0, 0.1], [0.0, 0.0, 0.0], [0.0, 0.0, 0.0], [0.0, 0.0, 0.0], [0.0, 0.0, 0.0], [0.1, 0.0, 0.0], [0.0, 0.0, 0.0], [0.0, 0.0, 0.0], [0.0, 0.0, 0.0], [0.0, 0.0, 0.0], [0.0, 0.0, 0.0], [0.0, 0.0, 0.0], [0.0, 0.0, 0.0], [0.0, 0.0, 0.0], [0.0, 0.0, 0.0], [0.0, 0.0, -0.2], [-0.1, 0.0, -0.1], [0.0, 0.0, 0.0], [0.0, 0.0, 0.0], [0.0, 0.0, 0.0], [0.0, 0.0, 0.0], [0.0, 0.0, 0.0], [0.0, 0.0, 0.0], [-0.1, 0.0, 0.0], [0.1, -0.1, 0.1], [0.0, 0.0, 0.0], [0.0, 0.0, 0.0], [0.0, 0.0, 0.0]],
  "fmax_ev_per_a": 0.94,
  "homo_ev": 0.21,
  "orbital_gap_ev": 3.48,
  "total_charge": -2
}

***

2.
{
  "formula": "C3H4ClNOS",
  "method": "ωB97M-V/def2-TZVPD",
  "species": ["O", "C", "C", "Cl", "N", "C", "S", "H", "H", "H", "H"],
  "xyz": [[-0.913, -1.591, 0.077], [-0.355, -0.404, -0.003], [-1.501, 0.476, -0.397], [-1.189, 2.136, 0.003], [0.927, -0.383, 0.059], [1.998, 0.380, 0.422], [3.496, 0.290, -0.239], [-0.300, -2.318, 0.136], [-2.449, -0.005, -0.004], [-1.758, 0.512, -1.403], [2.043, 0.907, 1.349]],
  "atomic_forces_ev_per_a": [[-1.8, -1.4, 0.1], [2.1, -0.8, -0.9], [-0.8, 0.1, 1.7], [-0.1, 0.9, 0.6], [-1.0, 1.3, 0.8], [0.7, -1.0, -0.9], [-0.5, 0.0, -0.4], [0.9, -0.2, 0.2], [1.2, 1.1, 0.4], [0.5, -0.5, -2.2], [-1.1, 0.4, 0.7]],
  "smiles": "O/C(CCl)=N/C=S",
  "fmax_ev_per_a": 2.47,
  "e_above_lowest_kj_mol": 141.63,
  "homo_ev": -8.37,
  "orbital_gap_ev": 8.29,
  "total_charge": 0
}

***

3.
{
  "formula": "C17H16N6O2S4Ti",
  "method": "ωB97M-V/def2-TZVPD",
  "species": ["Ti", "C", "S", "C", "S", "N", "N", "C", "C", "C", "C", "C", "C", "N", "H", "H", "H", "H", "H", "H", "H", "H", "N", "C", "C", "C", "C", "C", "C", "S", "O", "O", "N", "C", "S", "C", "C", "N", "H", "H", "H", "H", "H", "H", "H", "H"],
  "xyz": [[0.609, 0.877, -0.784], [2.760, 2.840, 3.155], [1.653, 3.901, 2.203], [1.507, 3.017, 0.757], [2.523, 1.621, 0.392], [0.721, 3.521, -0.190], [0.701, 2.745, -1.253], [0.655, 3.070, -2.515], [1.160, 1.997, -3.343], [1.552, 2.122, -4.679], [2.251, 1.081, -5.268], [2.557, -0.052, -4.517], [2.132, -0.121, -3.201], [1.439, 0.866, -2.626], [2.905, 3.303, 4.127], [3.710, 2.740, 2.637], [2.280, 1.869, 3.262], [0.452, 4.078, -2.868], [1.349, 3.034, -5.222], [2.579, 1.146, -6.294], [3.128, -0.861, -4.942], [2.356, -0.983, -2.570], [-3.934, -3.315, 4.502], [-3.054, -2.630, 3.762], [-3.491, -1.834, 2.679], [-2.594, -1.125, 1.917], [-1.238, -1.188, 2.227], [-0.776, -1.967, 3.289], [-1.670, -2.684, 4.043], [-0.047, -0.189, 1.420], [0.914, 0.311, 2.340], [-0.665, 0.939, 0.593], [0.753, -0.972, 0.197], [-0.095, -1.432, -0.767], [-0.604, -3.054, -1.046], [-1.497, -2.502, -2.417], [-1.389, -1.160, -2.570], [-0.608, -0.557, -1.625], [-4.923, -3.281, 4.313], [-3.615, -3.904, 5.253], [-4.547, -1.766, 2.471], [-2.935, -0.499, 1.105], [0.276, -1.978, 3.514], [-1.322, -3.267, 4.883], [-2.045, -3.199, -3.018], [-1.873, -0.558, -3.322]],
  "atomic_forces_ev_per_a": [[1.0, -0.2, -0.2], [-0.1, -0.2, -0.2], [-0.2, -0.1, 0.0], [0.3, 0.3, -0.7], [-0.1, -0.2, -0.3], [-0.5, 1.3, 1.2], [0.7, 1.0, -1.8], [-0.2, 0.5, 1.1], [0.6, -0.8, -0.9], [-0.4, 0.2, 0.8], [0.1, -0.5, 0.3], [-0.1, 0.3, -0.1], [-0.1, -0.2, 0.1], [0.6, 0.4, -2.0], [-0.1, 0.1, 0.0], [0.1, 0.1, 0.1], [0.1, 0.1, 0.2], [0.0, -0.1, 0.1], [-0.1, 0.0, 0.0], [0.0, 0.1, -0.1], [0.1, -0.1, 0.0], [-0.1, 0.1, -0.2], [-0.1, -0.2, 0.2], [0.1, 0.2, -0.3], [0.1, 0.1, -0.1], [-0.3, 0.0, -0.1], [0.4, 0.8, -0.8], [0.0, -0.1, 0.2], [0.1, 0.1, -0.1], [0.1, -1.1, 1.9], [-0.4, -0.7, 0.4], [-1.5, 0.1, 1.2], [0.4, 0.2, 1.2], [-1.1, -1.3, -0.7], [0.2, 0.6, -0.2], [0.2, 0.2, 0.4], [-0.2, -0.2, -0.4], [0.0, -0.7, 0.2], [0.1, 0.0, 0.0], [-0.1, 0.0, 0.0], [-0.1, 0.0, -0.1], [-0.1, 0.0, 0.0], [0.2, -0.1, 0.2], [0.1, -0.1, 0.0], [-0.2, -0.1, -0.2], [0.0, -0.1, -0.1]],
  "fmax_ev_per_a": 2.24,
  "e_above_lowest_kj_mol": 108.04,
  "homo_ev": -13.65,
  "orbital_gap_ev": 5.47,
  "total_charge": 2
}

***

4.
{
  "formula": "C7H8Cl2NO2",
  "method": "ωB97M-V/def2-TZVPD",
  "species": ["C", "C", "C", "N", "C", "O", "C", "Cl", "C", "Cl", "C", "O", "H", "H", "H", "H", "H", "H", "H", "H"],
  "xyz": [[-1.753, 0.659, 1.257], [-1.238, 0.210, -0.133], [-2.163, -0.931, -0.625], [0.138, -0.052, 0.015], [0.791, -1.203, -0.109], [0.400, -2.363, -0.368], [2.265, -0.826, 0.016], [3.354, -2.143, 0.220], [2.707, 0.372, -0.186], [4.381, 0.743, 0.039], [2.023, 1.665, -0.481], [2.294, 2.737, -0.046], [-1.031, 1.346, 1.576], [-2.674, 1.112, 1.095], [-1.760, -0.218, 1.684], [-1.486, 1.095, -0.706], [-2.470, -1.613, 0.191], [-1.734, -1.480, -1.451], [-3.223, -0.632, -0.720], [1.179, 1.522, -1.269]],
  "atomic_forces_ev_per_a": [[1.1, 2.2, -3.8], [-1.7, -0.8, 0.7], [-1.0, -0.1, 1.2], [1.2, -0.1, -0.1], [-1.5, 1.0, -0.4], [0.7, 0.4, 0.3], [-1.3, -2.8, -0.3], [0.1, -0.3, 0.2], [1.7, 2.9, 0.5], [1.0, -0.1, 0.0], [-3.0, -1.7, -2.2], [0.5, 0.9, 0.7], [0.9, 0.9, 1.1], [-2.0, 0.7, 0.3], [-0.3, -4.2, 3.5], [0.7, 0.3, -1.1], [1.4, -0.4, 0.0], [-0.3, -0.2, -0.2], [0.4, 0.8, -1.2], [1.2, 0.3, 1.0]],
  "smiles": "CC(C)/N=C([O-])/C(Cl)=C(/Cl)C=O",
  "fmax_ev_per_a": 5.46,
  "homo_ev": -4.22,
  "orbital_gap_ev": 7.52,
  "total_charge": -1
}